Here is 6 unconnected molecules or ions with the total composition C20H40BrCl10N4O from OMol25. Energies are from the ωB97M-V functional and the def2-TZVPD basis.

Its charge is +1. The orbital gap comes out at 9.02 eV.

Atoms and positions in Å:
C -0.973 -1.408 -1.424
O -0.200 -1.069 -2.568
C 0.973 -0.326 -2.215
C 0.544 0.995 -1.499
C 1.555 2.168 -1.680
C 1.334 3.184 -0.487
C 2.003 2.692 0.781
N 3.281 2.239 0.666
C 3.595 1.914 1.934
N 4.707 1.382 2.476
N 2.565 2.171 2.755
N 1.532 2.651 2.037
C 0.202 3.114 2.446
C -0.741 2.038 3.086
C -0.080 0.717 3.532
Br 0.480 -0.423 2.034
H -0.334 -1.717 -0.575
H -1.691 -0.610 -1.134
H -1.599 -2.280 -1.704
H 1.554 -0.141 -3.140
H 1.624 -0.925 -1.542
H -0.474 1.306 -1.795
H 0.506 0.769 -0.412
H 2.601 1.805 -1.694
H 1.402 2.669 -2.653
H 0.237 3.299 -0.397
H 1.753 4.144 -0.853
H 5.637 1.685 2.227
H 4.579 0.671 3.184
H 2.480 2.054 3.758
H 0.361 3.918 3.193
H -0.297 3.540 1.564
H -1.160 2.492 4.008
H -1.620 1.822 2.449
H -0.853 0.137 4.083
H 0.738 0.849 4.267
Cl 0.509 3.590 -5.219
C 1.972 4.269 -5.979
C 3.176 3.378 -5.794
Cl 3.712 3.318 -4.094
H 2.141 5.260 -5.561
H 1.756 4.379 -7.041
H 4.013 3.761 -6.376
H 2.973 2.359 -6.118
Cl -1.605 -5.219 -2.578
C -1.359 -4.212 -4.031
C -2.622 -4.065 -4.842
Cl -3.111 -5.596 -5.612
H -0.556 -4.656 -4.616
H -1.027 -3.232 -3.684
H -2.462 -3.345 -5.644
H -3.452 -3.717 -4.229
Cl -0.104 -4.621 0.504
C 0.816 -6.118 0.215
C 1.151 -6.838 1.498
Cl 2.334 -5.939 2.485
H 1.713 -5.860 -0.345
H 0.193 -6.754 -0.414
H 1.598 -7.805 1.272
H 0.263 -7.005 2.106
Cl -4.549 -1.521 -2.882
C -5.275 -0.920 -1.371
C -5.572 0.558 -1.429
Cl -4.082 1.541 -1.463
H -4.598 -1.159 -0.552
H -6.200 -1.477 -1.222
H -6.128 0.858 -0.541
H -6.164 0.814 -2.305
Cl -1.949 0.805 5.965
C -0.839 0.388 7.297
C -0.567 1.569 8.194
Cl 0.391 2.827 7.365
H 0.081 -0.002 6.862
H -1.311 -0.411 7.865
H 0.010 1.249 9.061
H -1.490 2.025 8.547

Atomic partial charges in e from the Mulliken method, atoms 1 to 8:
1. C 0.169
2. O -0.431
3. C -0.878
4. C 0.572
5. C -0.563
6. C -0.553
7. C 0.476
8. N -0.522